Formula: C5H10FNO
Source: the OMol25 dataset
Level of theory: wB97M-V/def2-TZVPD

Element x y z (Å)
1 C 1.994 0.095 0.825
2 C 1.833 -0.636 -0.532
3 O 0.483 -0.429 -0.965
4 C -0.435 -1.145 -0.223
5 C -1.664 -0.655 -0.030
6 F -2.619 -1.512 0.319
7 C -2.134 0.705 -0.236
8 N -1.199 1.760 -0.112
9 H 1.491 1.071 0.755
10 H 1.636 -0.509 1.669
11 H 3.010 0.269 1.073
12 H 1.980 -1.685 -0.436
13 H 2.489 -0.232 -1.307
14 H -0.163 -2.106 0.139
15 H -3.013 0.852 0.372
16 H -2.496 0.772 -1.281
17 H -0.721 1.781 0.792
18 H -0.470 1.603 -0.822

HOMO-LUMO gap, eV: 9.481
Highest occupied orbital energy, eV: -8.5
SMILES: CCO/C=C(/F)CN
Relative energy (zero: lowest compared OMol25 entry of this formula, charge and spin), eV: 1.192

Here are the Löwdin charges for atoms 1 to 2, given in e: atom 1 (C): -0.0590, atom 2 (C): -0.2159